Entry 1:
Below is one molecule with the formula C22H25N3O, with properties calculated with ωB97M-V/def2-TZVPD.

Positions of all 51 atoms, in Å:
C1 -6.3231 -0.2474 -0.9328
H1 -7.3380 0.1224 -0.7963
O1 -5.6000 0.1955 0.1885
C2 -4.2806 -0.1292 0.2778
C3 -3.5761 -0.8658 -0.6416
C4 -2.2076 -1.1380 -0.4410
C5 -1.4542 -1.8869 -1.3686
C6 -0.1262 -2.1277 -1.1653
C7 0.5352 -1.6299 -0.0198
C8 -0.1868 -0.9097 0.9051
C9 -1.5541 -0.6482 0.7186
C10 -2.3083 0.1038 1.6478
C11 -3.6284 0.3577 1.4356
H2 -4.2158 0.9319 2.1347
H3 -1.8160 0.4790 2.5333
H4 0.2954 -0.5368 1.7930
C12 1.9578 -1.8630 0.1543
C13 2.9622 -1.0947 0.7353
C14 4.1317 -1.8481 0.5485
N1 3.8837 -2.9824 -0.0774
N2 2.5782 -2.9736 -0.3204
H5 2.1473 -3.7626 -0.7751
H6 5.1309 -1.6026 0.8505
C15 2.8677 0.2527 1.3725
N3 1.9971 1.1274 0.6175
C16 1.6568 2.3728 1.3027
C17 1.7641 3.4701 0.2388
C18 2.9258 2.9412 -0.5971
H7 3.0286 3.4379 -1.5595
C19 2.4852 1.4816 -0.7161
H8 3.2914 0.8092 -1.0230
C20 1.3224 1.4040 -1.7132
C21 0.1180 2.1623 -1.1594
H9 -0.3064 1.5757 -0.3454
C22 0.5108 3.5441 -0.6359
H10 -0.3191 3.9639 -0.0628
H11 0.7107 4.2180 -1.4729
H12 -0.6483 2.2621 -1.9309
H13 1.0449 0.3631 -1.8816
H14 1.6427 1.8309 -2.6660
H15 3.8695 3.0237 -0.0538
H16 1.9660 4.4456 0.6878
H17 0.6507 2.3046 1.7278
H18 2.3609 2.5811 2.1212
H19 3.8907 0.6615 1.4828
H20 2.4494 0.1546 2.3818
H21 0.4365 -2.6807 -1.9048
H22 -1.9452 -2.2636 -2.2550
H23 -4.0427 -1.2523 -1.5348
H24 -5.9112 0.1599 -1.8620
H25 -6.3411 -1.3406 -0.9926

Calculated values
SMILES   COc1ccc2cc(-c3[nH]ncc3CN3C[C@@H]4CCC[C@H]3C4)ccc2c1
Gap between HOMO and LUMO   8.3 eV
2S+1   1



Entry 2:
Below is one molecule with the formula C4H9N, with properties calculated with ωB97M-V/def2-TZVPD.

Positions of all 14 atoms, in Å:
N1 -0.7280 1.0453 -1.9074
C1 -0.7763 0.4552 -0.5490
C2 0.1651 -1.2524 1.7789
C3 1.0584 -0.5473 0.8332
C4 0.6548 0.4161 0.0009
H1 -1.5389 1.6501 -2.0072
H2 -0.9423 0.4022 -2.6650
H3 -1.0947 -0.5845 -0.5618
H4 -1.4049 1.1727 -0.0214
H5 -0.5627 -0.6872 2.3381
H6 -0.4241 -2.0309 1.2511
H7 0.6786 -1.9573 2.4392
H8 2.0431 -0.9323 0.5777
H9 1.3614 0.9132 -0.6520

Calculated values
SMILES   C/C=C\CN
Gap between HOMO and LUMO   9.9 eV
2S+1   1



Entry 3:
Below is C19H21HgIN2O3S as an isolated structure, with properties calculated with ωB97M-V/def2-TZVPD.

Positions of all 48 atoms, in Å:
C1 0.6805 -1.4632 -0.6273
C2 -2.0788 -0.6218 0.1686
H1 0.5939 -1.9910 -1.5827
H2 0.2074 -1.9827 0.2116
H3 1.6936 -1.1233 -0.3850
H4 -2.9287 0.0475 0.0301
H5 -2.1653 -1.5984 -0.3126
H6 -1.7352 -0.6686 1.2143
C3 2.2535 0.9391 -2.4776
C4 3.1280 1.6023 -3.3439
C5 2.7784 2.8940 -3.7639
C6 1.5812 3.4833 -3.3394
H7 2.4148 -0.0833 -2.1243
H8 4.0451 1.1022 -3.6593
H9 3.4271 3.4546 -4.4300
H10 1.2520 4.4805 -3.6406
N1 1.1420 1.5425 -2.0448
C7 0.7504 2.7669 -2.4633
C8 -0.5512 3.2804 -1.9732
N2 -1.2958 2.4692 -1.1879
C9 -2.5122 2.7972 -0.7376
C10 -2.2832 4.9482 -1.7728
C11 -3.0477 4.0604 -1.0014
H11 -3.0359 2.0312 -0.1593
H12 -4.0283 4.3160 -0.5980
C12 -1.0338 4.5637 -2.2728
H13 -0.3914 5.2133 -2.8716
H14 -2.6509 5.9451 -1.9961
Hg1 -0.4867 0.3175 -0.9228
I1 -1.5789 -0.4054 -3.5160
C13 -0.0276 -5.8854 3.2624
C14 0.1596 -4.3926 3.0549
C15 -0.8391 -3.4794 3.4139
C16 -0.6910 -2.0965 3.2028
C17 0.4561 -1.5360 2.6145
C18 1.4670 -2.4631 2.3093
C19 1.3243 -3.8491 2.4952
S1 0.6994 0.2844 2.4877
O1 -0.3259 0.7408 3.3952
O2 2.1592 0.3558 2.7434
O3 0.4731 0.9087 1.1770
H15 -0.1812 -6.1326 4.3213
H16 -0.9113 -6.2589 2.7289
H17 0.8411 -6.4504 2.9105
H18 -1.7516 -3.9047 3.8698
H19 -1.5057 -1.4640 3.5213
H20 2.3943 -2.1275 1.8632
H21 2.1155 -4.5669 2.2080

Calculated values
Gap between HOMO and LUMO (alpha / beta)   5.5 / 5.5 eV
2S+1   1



Entry 4:
Below is C40H114N6O22 as an isolated structure, with properties calculated with ωB97M-V/def2-TZVPD.

Positions of all 182 atoms, in Å:
C1 -5.6512 1.5429 -0.7391
C2 -5.2940 0.6417 0.4079
O1 -5.9374 1.1237 1.5954
O2 -4.9698 2.7913 -0.7736
H1 -6.7216 1.7445 -0.8292
H2 -5.4725 0.9661 -1.6571
H3 -4.2182 0.5895 0.5945
H4 -5.6195 -0.3705 0.1529
H5 -5.2386 1.4184 2.1972
H6 -5.6022 3.4843 -0.5795
C3 1.8363 3.1901 4.6029
C4 1.1781 1.9029 4.2533
O3 1.2160 1.0074 5.3764
O4 3.2075 3.0113 5.0015
H7 1.3139 3.7716 5.3672
H8 1.9225 3.8600 3.7336
H9 1.7471 1.4054 3.4537
H10 0.1305 1.9619 3.9617
H11 2.0085 0.4470 5.2669
H12 3.5396 3.8153 5.4009
C5 -1.3983 2.7389 -1.1743
C6 -0.6492 3.9875 -0.7260
O5 -1.4289 5.1662 -0.7991
O6 -2.2629 2.0976 -0.2824
H13 -0.6973 2.0233 -1.6127
H14 -1.9612 3.0504 -2.0666
H15 0.2670 4.0575 -1.3235
H16 -0.2033 3.8674 0.2636
H17 -1.6051 5.3935 -1.7160
H18 -3.1209 2.5519 -0.2368
C7 -3.3698 -1.7757 -2.4806
C8 -4.4425 -2.4252 -3.3225
O7 -4.7954 -1.4506 -4.2934
O8 -3.1514 -2.5350 -1.2913
H19 -3.5711 -0.7617 -2.1139
H20 -2.4211 -1.6768 -3.0252
H21 -5.3163 -2.6965 -2.7281
H22 -3.9145 -3.2669 -3.7832
H23 -5.2395 -1.8834 -5.0277
H24 -2.6410 -1.9747 -0.6851
C9 -1.4866 -3.4028 -3.5557
C10 -2.2264 -2.8260 -4.7470
O9 -2.1878 -3.6519 -5.8677
O10 -2.1693 -4.5863 -3.0875
H25 -1.3509 -2.7252 -2.7110
H26 -0.5385 -3.7403 -3.9770
H27 -1.8711 -1.8156 -4.9885
H28 -3.2713 -2.5508 -4.5211
H29 -2.7705 -4.4083 -5.7668
H30 -3.0339 -4.3326 -2.7388
C11 -3.0661 3.5546 2.7783
C12 -1.6212 3.1208 2.9769
O11 -1.3402 3.1345 4.3939
O12 -3.9616 2.5694 3.2457
H31 -3.3131 3.7337 1.7289
H32 -3.2359 4.5084 3.2901
H33 -0.9561 3.8461 2.5143
H34 -1.5029 2.0688 2.7141
H35 -1.9146 2.5308 4.9105
H36 -3.9189 2.4998 4.2095
C13 -0.1272 -0.7629 0.0599
C14 0.5949 -0.2354 1.2984
O13 0.3231 1.1381 1.6065
O14 -1.5525 -0.6932 0.1034
H37 0.1480 -1.8202 0.0354
H38 0.1897 -0.2376 -0.8428
H39 1.6373 -0.3142 0.9523
H40 0.5577 -0.8323 2.2117
H41 1.1977 1.5496 1.4778
H42 -1.7575 0.2506 -0.0315
C15 2.0156 -2.5415 -1.5409
C16 3.5448 -2.7005 -1.5594
O15 3.9116 -4.0495 -1.2986
O16 1.5955 -2.8933 -0.2187
H43 1.6185 -3.3102 -2.2095
H44 1.7233 -1.5254 -1.8159
H45 3.9914 -2.0459 -0.8047
H46 3.9364 -2.4084 -2.5352
H47 3.4591 -4.2318 -0.4618
H48 0.8024 -3.4695 -0.3881
C17 -4.5355 -0.0129 4.8529
C18 -3.3772 0.2024 5.8265
C19 -2.1175 -0.4162 5.2429
O17 -2.3382 -1.7990 5.1219
C20 -1.2542 -2.5148 4.6165
N1 -3.1593 1.6317 6.1084
H49 -4.3406 0.2294 3.8128
H50 -5.4024 0.5667 5.1862
H51 -4.8404 -1.0547 4.9554
H52 -3.5867 -0.2859 6.7842
H53 -1.2502 -0.3182 5.9134
H54 -1.8706 0.1144 4.3131
H55 -0.6584 -1.9456 3.8887
H56 -1.5700 -3.4135 4.0875
H57 -0.4807 -2.8030 5.3401
H58 -2.4798 1.6840 6.8688
H59 -3.9906 1.9808 6.5839
C21 -0.6710 -5.4813 1.6094
C22 -1.4101 -4.8402 0.4416
C23 -2.0867 -3.5279 0.8327
O18 -3.1215 -3.7529 1.7479
C24 -3.8916 -2.6072 1.9980
N2 -0.5229 -4.6199 -0.7121
H60 -0.3411 -6.4911 1.3556
H61 -1.3611 -5.5846 2.4466
H62 0.1942 -4.8765 1.8840
H63 -2.1487 -5.5565 0.0582
H64 -2.4652 -3.0589 -0.0886
H65 -1.3473 -2.8086 1.2106
H66 -4.4036 -2.2753 1.0851
H67 -3.3262 -1.7712 2.4190
H68 -4.6992 -2.8810 2.6766
H69 -1.1167 -4.3602 -1.5110
H70 -0.2041 -5.5597 -0.9373
C25 4.2914 4.2076 1.8506
C26 3.1467 3.7345 0.9478
C27 3.4814 3.8801 -0.5321
O19 3.9252 5.1515 -0.9427
C28 2.9225 6.1366 -0.8525
N3 2.9940 2.2924 1.2341
H71 4.5224 5.2712 1.7406
H72 5.2017 3.6887 1.5369
H73 4.1684 4.0183 2.9176
H74 2.2128 4.2311 1.2156
H75 2.6053 3.5961 -1.1301
H76 4.2283 3.1258 -0.7847
H77 1.9663 5.7819 -1.2477
H78 3.2141 7.0633 -1.3403
H79 2.7613 6.3984 0.2013
H80 3.0802 2.1455 2.2360
H81 3.6446 1.6087 0.8634
C29 5.4337 3.0629 -6.3615
C30 4.4813 3.1019 -5.1899
C31 4.6064 1.8593 -4.3128
O20 3.6025 1.8867 -3.3258
C32 3.5123 0.7126 -2.5765
N4 4.6477 4.3741 -4.4682
H82 6.4864 2.8841 -6.1124
H83 5.3871 4.0005 -6.9152
H84 5.2404 2.2595 -7.0783
H85 3.4820 3.0104 -5.6332
H86 5.5858 1.9454 -3.8170
H87 4.6139 0.9631 -4.9416
H88 4.5362 0.3840 -2.3506
H89 3.0030 -0.1134 -3.0856
H90 3.0217 0.8681 -1.6131
H91 4.2155 4.1891 -3.5638
H92 5.6392 4.5250 -4.3120
C33 -2.1512 -1.4221 -6.3732
C34 -0.7614 -1.5260 -7.0339
C35 0.3724 -1.2399 -6.0307
O21 -0.1220 -0.4707 -4.9413
C36 0.8264 -0.2774 -3.9115
N5 -0.5481 -2.8118 -7.6742
H93 -2.3423 -0.5220 -5.7937
H94 -2.2270 -2.2334 -5.6361
H95 -2.9731 -1.5835 -7.0726
H96 -0.8208 -0.7268 -7.7794
H97 1.1804 -0.6467 -6.4640
H98 0.6850 -2.2089 -5.6198
H99 0.9116 -1.2215 -3.3577
H100 0.4448 0.5351 -3.2975
H101 1.8193 -0.0199 -4.2950
H102 -0.1407 -3.4668 -7.0115
H103 -1.4233 -3.2689 -7.9084
C37 2.5576 -3.3126 3.5834
C38 2.9007 -1.9110 3.0409
C39 3.7700 -1.1110 4.0219
O22 3.1246 -0.9765 5.2617
C40 3.9359 -0.4547 6.3027
N6 3.5869 -2.0494 1.7663
H104 1.8204 -3.3240 4.3890
H105 3.4710 -3.7413 4.0115
H106 2.2721 -4.0048 2.7924
H107 2.0274 -1.2671 2.8924
H108 4.0638 -0.1547 3.5764
H109 4.6854 -1.7086 4.1531
H110 3.4285 -0.7284 7.2290
H111 4.0144 0.6338 6.2745
H112 4.9103 -0.9479 6.3482
H113 2.9723 -2.6193 1.1974
H114 4.5162 -2.4346 1.8815

Calculated values
Gap between HOMO and LUMO   7.6 eV
2S+1   1



Entry 5:
Below is one molecule with the formula C13H23N5O2S, with properties calculated with ωB97M-V/def2-TZVPD.

Positions of all 44 atoms, in Å:
C1 2.0169 1.4634 3.2132
H1 2.4199 0.5684 2.7462
H2 2.8433 2.1252 3.4547
H3 1.5095 1.1829 4.1334
C2 1.0714 2.1740 2.2484
N1 0.0564 1.2962 1.7153
C3 0.0494 0.9068 0.4337
N2 -0.9374 0.0946 0.0550
C4 -0.9613 -0.2450 -1.2335
N3 -1.9369 -1.0541 -1.6688
C5 -1.9625 -1.4533 -3.0602
H4 -2.9582 -1.8492 -3.2722
C6 -0.8930 -2.4882 -3.4011
H5 -0.9691 -2.7611 -4.4503
H6 -1.0044 -3.3841 -2.7959
H7 0.0892 -2.0604 -3.2228
H8 -1.7918 -0.5630 -3.6717
C7 -2.9255 -1.5689 -0.7514
C8 -2.6555 -3.0132 -0.3342
H9 -3.3735 -3.3172 0.4232
H10 -2.7432 -3.6874 -1.1825
H11 -1.6543 -3.0989 0.0802
H12 -2.9050 -0.9252 0.1293
H13 -3.9103 -1.4971 -1.2253
N4 -0.0723 0.1939 -2.1404
C9 0.8634 0.9738 -1.6486
N5 1.0122 1.3616 -0.3962
S1 2.0302 1.5411 -2.8232
C10 3.0579 2.5742 -1.7396
C11 3.4933 1.8536 -0.4892
O1 3.6881 2.4066 0.5613
O2 3.7701 0.5650 -0.6946
H14 4.0703 0.1531 0.1298
H15 3.9388 2.8329 -2.3288
H16 2.5175 3.4795 -1.4654
C12 -0.9936 0.8274 2.5955
C13 -0.8098 -0.6287 3.0164
H17 -1.6276 -0.9301 3.6660
H18 -0.8115 -1.2604 2.1332
H19 0.1285 -0.7658 3.5469
H20 -1.0036 1.4774 3.4729
H21 -1.9484 0.9245 2.0700
H22 1.6441 2.5673 1.4105
H23 0.5784 3.0082 2.7606

Calculated values
SMILES   CCN(CC)c1nc(SCC(=O)O)nc(N(CC)CC)n1
Gap between HOMO and LUMO   9.3 eV
2S+1   1



Energy above the lowest of the compared OMol25 structures with the same formula, charge and spin
In order: 1.230, 1.441, 3.279, 12.174, 0.000
Unit: eV
DFT total energy
In order: -29737.707, -5782.371, -52273.889, -97295.559, -36237.022
Unit: eV